The following is a DFT calculation (ωB97M-V with the def2-TZVPD basis set) of the ion C4H7N2 with charge +1.

The geometry in XYZ format:
```
13
Properties=species:S:1:pos:R:3:forces:R:3
C -1.147 1.079 -0.447 2.7 -2.2 3.9
C -1.290 0.453 0.702 0.4 0.9 -0.7
C 0.411 0.906 -0.811 -2.3 -0.3 -0.4
C 0.526 -1.107 0.581 -1.2 -2.4 -3.6
N 0.654 -0.483 -0.687 0.7 0.6 0.8
N -0.627 -0.403 1.353 -0.7 -1.5 -1.1
H -1.730 1.446 -1.161 -2.8 1.1 -2.6
H 0.433 1.420 -1.746 0.4 -0.8 -1.4
H 0.985 1.534 -0.261 1.9 1.4 2.5
H 0.531 -2.281 0.386 -0.6 2.6 0.9
H 1.229 -0.858 1.291 2.3 0.5 1.2
H 0.586 -1.028 -1.512 -0.3 -0.6 -0.5
H -0.562 -0.679 2.311 -0.5 0.9 0.9
```
Positions in Å, forces in eV/Å.

ΔE to the lowest compared entry with this formula, charge and spin	454.8	kJ/mol
total charge	+1
HOMO energy	-14.956	eV
largest force on an atom	5.27	eV Å⁻¹
lowest unoccupied orbital energy	-5.7	eV
SMILES	C1=CCNC[NH+]=1
frontier orbital gap	9.25	eV
DFT total energy	-265.735269	a.u.